Entry 1:
Here is C2H5NO2 in the gas phase in a non-equilibrium geometry from OMol25. Energies are from the ωB97M-V functional and the def2-TZVPD basis.

Output
ΔE to the lowest compared entry with this formula, charge and spin = 112.4 kJ/mol
LUMO energy = 0.88 eV
HOMO-LUMO gap = 10.9 eV

Cartesian coordinates (Å):
N1 0.2647 -1.8426 -0.0644
O1 -0.0632 0.1702 0.8729
H1 -1.6475 1.3978 -0.1287
O2 1.1740 -0.0539 -1.0744
C1 -0.6002 1.4389 0.1509
H2 -0.5177 2.1610 0.9598
H3 0.0249 1.8129 -0.6577
H4 0.1987 -2.2115 0.8689
H5 0.7556 -2.4256 -0.7227
C2 0.4107 -0.4471 -0.2045

Atomic forces in eV per Å
-0.62 0.76 -0.03
-1.73 2.99 -3.13
-0.01 -0.82 -0.03
-1.67 0.89 0.22
0.41 1.09 2.75
-0.19 0.20 -0.06
0.11 -0.73 0.12
-0.33 0.07 0.01
0.15 0.33 0.04
3.87 -4.79 0.11

Formally, the Löwdin partial charges of the atoms, in units of the elementary charge, are as follows:
1 N 0.149
2 O -0.002
3 H 0.088
4 O 0.057
5 C 0.017
6 H 0.083
7 H 0.084
8 H 0.091
9 H 0.096
10 C -0.664


Entry 2:
Here is a molecular structure, C4H5N3O in a non-equilibrium geometry from OMol25. Energies are from the ωB97M-V functional and the def2-TZVPD basis.

Output
ΔE to the lowest compared entry with this formula, charge and spin = 672.4 kJ/mol
LUMO energy = 0.38 eV
HOMO-LUMO gap = 8.6 eV

Cartesian coordinates (Å):
C1 0.6172 0.5564 -0.7126
H1 2.4426 1.2873 -1.1441
O1 -0.1739 -0.2466 -1.6118
H2 -2.0010 -0.9603 1.9990
C2 -0.5661 -0.8006 0.4239
C3 0.2416 0.2705 1.9250
H3 -0.1178 1.1140 2.3572
C4 0.4894 0.1600 0.4747
N1 1.1827 1.5681 -1.3710
H4 0.8993 -0.2546 2.5412
N2 -1.0201 -1.0575 -0.8397
H5 0.9730 1.6435 -2.4356
N3 -0.9479 -0.7928 1.7694

Atomic forces in eV per Å
-1.72 -0.40 -6.32
-4.82 1.74 -1.55
0.87 0.68 1.67
2.90 1.19 -0.09
-1.63 -0.31 -3.41
-1.73 -2.49 0.05
-0.75 2.86 1.00
-1.38 -2.16 4.45
6.54 0.93 -1.48
1.45 -0.36 0.98
0.53 0.04 3.25
0.66 -0.69 2.66
-0.91 -1.03 -1.18

Formally, the Löwdin partial charges of the atoms, in units of the elementary charge, are as follows:
1 C -0.437
2 H 0.247
3 O -0.066
4 H 0.170
5 C -0.324
6 C -0.003
7 H 0.082
8 C -0.124
9 N 0.085
10 H 0.093
11 N 0.082
12 H 0.135
13 N 0.062


Entry 3:
Here is a molecular structure, C19H13N4O5S4Ti in a non-equilibrium geometry from OMol25. Energies are from the ωB97M-V functional and the def2-TZVPD basis.

Output
charge = +1
ΔE to the lowest compared entry with this formula, charge and spin = 504.3 kJ/mol
LUMO energy = -5.03 eV
HOMO-LUMO gap = 5.9 eV

Cartesian coordinates (Å):
C1 0.7278 -1.1822 2.1110
H1 0.1846 -6.6718 2.8225
H2 2.7550 4.4023 -4.8013
C2 -0.6907 -2.7795 2.6755
H3 2.1161 6.7824 -4.9108
O1 3.0493 -1.8650 -0.5015
C3 1.9076 4.7596 -4.2387
C4 -1.9619 1.6255 -1.9411
C5 1.1708 3.8720 -3.4740
S1 -2.8165 0.2091 -2.4631
C6 0.1388 -0.5546 0.9697
H4 1.4153 2.8197 -3.4384
H5 0.8598 -0.7151 4.7750
O2 -1.0354 0.0487 0.8256
H6 0.1980 7.6046 -3.5920
C7 1.5563 6.0999 -4.2893
C8 0.5649 -1.7212 4.4825
O3 -0.1333 -1.5913 3.2228
H7 -2.0888 -1.5852 1.6901
H8 -0.1360 -2.1326 5.2071
C9 2.1008 -1.5521 0.1598
S2 -0.6405 4.8182 0.2725
C10 1.8249 -1.9946 1.6470
C11 -0.2419 -4.0611 2.8170
S3 -2.3188 2.3648 -0.3325
C12 0.9307 -0.7294 -0.1706
H9 0.4967 -4.3460 3.5451
C13 0.4776 6.5636 -3.5535
C14 -1.1375 3.6446 -0.7395
O4 0.5130 -0.1411 -1.2988
C15 -0.2658 5.6931 -2.7773
O5 2.3833 -2.8957 2.2326
N1 -0.7145 3.4269 -2.0190
C16 -0.7105 -5.0024 1.8559
Ti1 -1.2009 -0.3355 -0.9382
H10 -0.1125 -6.8670 1.0719
S4 -1.9986 -2.6258 -0.9115
N2 -1.1276 2.3232 -2.6271
C17 0.0843 4.3479 -2.7515
C18 -0.4914 -6.4492 2.0034
N3 -1.6390 -2.5021 1.7232
N4 -1.2580 -4.5620 0.7333
C19 -1.6140 -3.3152 0.5908
H11 1.4518 -2.3456 4.3790
H12 -1.4526 -6.9354 2.1840
H13 -1.1213 6.0517 -2.2256

Atomic forces in eV per Å
0.80 0.90 -0.55
0.01 -0.07 0.05
0.08 -0.06 -0.08
-0.85 -0.94 -0.64
0.08 0.04 0.00
-0.31 0.11 0.33
-0.01 0.03 -0.04
-0.64 0.75 1.12
-0.22 0.00 0.22
-0.19 -0.35 -0.18
0.72 -0.25 -0.21
0.04 -0.03 -0.02
-0.14 -0.04 -0.23
0.08 0.78 2.31
-0.01 0.10 -0.01
0.03 -0.05 0.02
0.71 0.10 1.64
-0.60 -1.04 -0.97
0.34 -0.24 -0.10
-0.08 0.02 -0.19
0.06 -0.35 -0.44
-0.16 -0.21 0.13
-0.18 0.10 0.82
0.04 0.50 0.30
0.49 0.66 -1.30
-0.54 -0.11 0.99
0.08 0.04 0.08
-0.04 -0.04 0.00
-0.35 0.07 1.36
1.52 1.08 -1.41
-0.08 -0.23 -0.10
0.16 -0.18 -0.13
-0.48 -0.52 -0.13
-0.01 0.80 -0.03
-0.95 -1.25 -1.33
0.04 0.04 0.00
-0.56 -0.43 -0.47
0.35 -0.07 -0.82
0.59 0.48 -0.56
0.10 -0.33 0.01
0.52 -0.31 0.09
0.00 -0.72 -0.25
-0.23 1.18 0.89
-0.17 0.02 -0.27
-0.05 0.01 0.08
-0.01 -0.01 0.03

Formally, the Löwdin partial charges of the atoms, in units of the elementary charge, are as follows:
1 C -0.064
2 H 0.094
3 H 0.110
4 C -0.169
5 H 0.110
6 O 0.196
7 C -0.062
8 C -1.109
9 C -0.005
10 S 0.681
11 C -0.294
12 H 0.117
13 H 0.135
14 O -0.192
15 H 0.112
16 C -0.065
17 C 0.086
18 O -0.038
19 H 0.161
20 H 0.131
21 C -0.215
22 S 0.715
23 C -0.275
24 C 0.093
25 S 1.026
26 C -0.250
27 H 0.138
28 C -0.058
29 C -1.049
30 O -0.096
31 C -0.044
32 O 0.116
33 N -0.136
34 C -0.239
35 Ti 0.630
36 H 0.108
37 S 0.794
38 N 0.086
39 C -0.227
40 C 0.013
41 N 0.157
42 N 0.152
43 C -0.703
44 H 0.115
45 H 0.113
46 H 0.100


Entry 4:
Here is C4H9NOS in the gas phase in a non-equilibrium geometry from OMol25. Energies are from the ωB97M-V functional and the def2-TZVPD basis.

Output
ΔE to the lowest compared entry with this formula, charge and spin = 364.2 kJ/mol
LUMO energy (spin up / spin down) = -0.91 / -1.19 eV
HOMO-LUMO gap (spin up / spin down) = 8.0 / 7.5 eV

Cartesian coordinates (Å):
H1 1.7919 1.4725 -0.3713
S1 -2.9318 0.2810 0.0645
H2 -0.7870 1.6256 1.2495
C1 0.0716 0.2373 0.0335
H3 -0.2862 -1.6778 -1.0194
O1 -1.9603 -1.0234 -0.1111
N1 -0.6797 1.4013 0.2644
C2 1.2891 0.6257 -0.8303
H4 1.0793 0.1274 1.9473
H5 0.9795 0.9182 -1.8303
H6 1.9775 -0.2122 -0.8892
C3 -0.8150 -0.7405 -0.8384
H7 1.1510 -1.3678 1.0084
C4 0.5172 -0.5265 1.2847
H8 -0.3520 -0.9016 1.8214
H9 -1.0450 -0.2392 -1.7836

Atomic forces in eV per Å
0.15 0.00 0.01
1.82 0.60 0.11
0.02 -0.26 0.22
0.34 -0.98 -0.07
0.02 0.04 0.06
-0.73 -0.19 0.30
-1.97 0.21 -0.42
-0.24 0.03 0.09
0.11 0.07 0.08
-0.03 0.06 -0.07
0.11 -0.09 -0.07
0.63 0.43 -0.32
0.03 -0.07 0.06
-0.16 0.16 -0.10
-0.03 -0.03 0.06
-0.07 0.00 0.04

Formally, the Löwdin partial charges of the atoms, in units of the elementary charge, are as follows:
1 H 0.082
2 S 0.807
3 H 0.041
4 C -0.683
5 H 0.135
6 O -0.619
7 N 0.075
8 C -0.036
9 H 0.084
10 H 0.081
11 H 0.081
12 C -0.283
13 H 0.083
14 C -0.042
15 H 0.081
16 H 0.114


Entry 5:
Here is C18H11F2N3O2 in the gas phase in a non-equilibrium geometry from OMol25. Energies are from the ωB97M-V functional and the def2-TZVPD basis.

Output
LUMO energy = -0.60 eV
HOMO-LUMO gap = 7.9 eV

Cartesian coordinates (Å):
C1 2.4880 2.8442 -0.7208
H1 4.1573 -1.2037 -2.0330
C2 1.6438 -1.8181 0.6952
C3 2.1534 -1.1439 -1.4031
C4 -5.1986 -0.9288 0.0774
C5 -0.0429 -0.8127 -0.5281
C6 -5.0329 -0.0485 -1.0048
H2 0.8841 -2.1784 1.3929
O1 -1.5327 2.2775 -0.4287
F1 -6.2746 -1.5533 0.3434
C7 3.7694 -2.0505 -0.0073
H3 3.7368 3.4485 1.0076
N1 -0.1928 0.6262 -0.2155
C8 2.9091 2.8378 0.7312
H4 -2.2659 -0.4840 1.5750
C9 -1.5079 1.2206 -0.2434
C10 3.5008 -1.1847 -1.2997
H5 2.6691 2.0926 2.6625
C11 -4.1001 -1.1933 1.0945
H6 -3.7698 1.3093 -1.6902
C12 -3.0161 -0.2492 0.9782
C13 -2.8498 0.3498 -0.0514
N2 1.1377 1.3730 1.4752
H7 -4.2662 -2.0198 1.8054
C14 2.2747 2.0116 1.4940
C15 1.3125 -1.2186 -0.4020
H8 1.8620 -0.2303 -2.2490
H9 3.3207 -2.8047 1.7884
F2 5.1162 -2.5053 0.0004
C16 -3.9203 0.5111 -0.8416
C17 2.9867 -2.3556 0.9618
N3 1.2878 1.9388 -0.8464
C18 0.8484 1.1478 0.1291
O2 -1.0423 -1.5149 -0.8054
H10 -5.8319 0.0424 -1.7104
H11 2.7864 3.4672 -1.7313

Atomic forces in eV per Å
-3.68 -2.40 2.40
3.16 0.50 -3.16
1.69 -4.14 5.27
2.76 7.38 -7.30
4.98 -0.73 3.49
-6.18 0.80 -0.40
-5.91 -4.94 2.72
0.04 0.76 0.10
-1.16 15.99 -2.43
-3.19 -1.76 -0.20
6.03 2.32 -6.40
0.45 0.06 0.51
-10.24 -11.90 -2.58
1.95 2.94 -9.14
3.54 -0.46 3.15
-1.13 -14.07 1.73
-3.17 -5.30 7.45
-0.77 -0.23 -2.80
-3.20 2.48 -3.13
0.25 -1.20 1.42
-4.24 -9.84 8.50
4.32 7.39 -7.62
0.40 -2.25 -3.49
0.26 0.94 -0.20
-0.54 -0.80 9.74
-2.43 -1.14 0.71
0.22 -3.24 1.66
0.75 -1.90 3.04
-1.68 0.58 0.39
5.47 7.82 -7.28
-4.88 2.54 -1.65
5.73 3.04 -1.98
7.70 10.02 4.20
3.39 1.83 0.56
0.03 0.60 -0.43
-0.74 -1.68 3.14

Formally, the Löwdin partial charges of the atoms, in units of the elementary charge, are as follows:
1 C 0.068
2 H 0.057
3 C 0.028
4 C -0.067
5 C -0.261
6 C -0.245
7 C -0.015
8 H 0.146
9 O 0.274
10 F 0.116
11 C -0.168
12 H 0.086
13 N 0.092
14 C -0.087
15 H 0.089
16 C -0.334
17 C 0.095
18 H 0.163
19 C 0.108
20 H 0.174
21 C -0.102
22 C -0.201
23 N 0.211
24 H 0.112
25 C -0.252
26 C -0.314
27 H 0.202
28 H 0.091
29 F -0.014
30 C -0.107
31 C 0.035
32 N 0.156
33 C -0.536
34 O 0.116
35 H 0.132
36 H 0.152


Entry 6:
Here is C5H9NO in the gas phase in a non-equilibrium geometry from OMol25. Energies are from the ωB97M-V functional and the def2-TZVPD basis.

Output
ΔE to the lowest compared entry with this formula, charge and spin = 337.8 kJ/mol
LUMO energy = 0.45 eV
HOMO-LUMO gap = 9.1 eV

Cartesian coordinates (Å):
H1 2.9162 -0.9941 0.7733
H2 0.1335 0.2718 -1.5867
C1 -0.9632 -0.6380 0.0520
C2 2.0481 -0.8863 0.1413
H3 -0.0957 -2.3526 -0.3027
C3 -0.1222 0.4416 -0.5373
N1 -2.0004 -0.3360 0.7650
H4 0.9543 0.2750 1.5053
C4 0.9840 -0.1965 0.5325
C5 -0.4828 1.8560 -0.1761
H5 0.3200 2.5346 -0.4645
H6 -2.8402 -0.8478 0.5032
O1 -0.8645 -1.8508 -0.6036
H7 -0.6524 1.9653 0.8921
H8 2.0876 -1.3587 -0.8302
H9 -1.4224 2.1166 -0.6634

Atomic forces in eV per Å
-0.11 -0.47 0.32
0.10 -0.28 0.47
-4.89 0.81 -1.69
-0.16 -0.31 0.14
-0.05 0.23 -0.02
2.23 -2.17 3.45
1.21 0.65 -1.30
-0.19 -0.03 0.11
1.26 2.82 -2.07
-0.01 -0.12 0.05
-0.10 0.07 -0.14
0.51 -1.17 1.00
-0.04 -0.36 0.02
-0.01 -0.10 0.04
0.18 0.28 -0.27
0.05 0.15 -0.09

Formally, the Löwdin partial charges of the atoms, in units of the elementary charge, are as follows:
1 H 0.057
2 H 0.149
3 C -0.524
4 C 0.007
5 H 0.095
6 C -0.238
7 N 0.153
8 H 0.111
9 C -0.125
10 C -0.080
11 H 0.080
12 H 0.063
13 O 0.027
14 H 0.074
15 H 0.066
16 H 0.083


| no. | electronic energy (hartree) |
| --- | --- |
| 1 | -284.42457 |
| 2 | -394.71144 |
| 3 | -3768.94128 |
| 4 | -685.88022 |
| 5 | -1206.56745 |
| 6 | -325.80891 |